# 1
77
Properties=species:S:1:pos:R:3:forces:R:3 method="wB97M-V/def2-TZVPD" homo_energy_ev=-7.027 orbital_gap_ev=6.10 lumo_energy_ev=-0.9311
Pd -0.053 -0.512 0.156 -0.070 -0.025 -0.159
C 4.996 -5.816 -2.250 -0.001 0.005 -0.007
C 3.869 -5.528 -3.007 0.007 -0.015 0.000
C 2.959 -4.578 -2.568 -0.002 0.010 0.006
C 3.166 -3.904 -1.368 -0.022 0.001 0.012
C 4.298 -4.198 -0.614 0.016 -0.004 0.000
C 5.209 -5.148 -1.052 -0.008 0.002 0.007
C 2.188 -2.878 -0.898 -0.021 0.083 -0.024
C 0.973 -3.316 -0.389 0.024 -0.019 -0.081
C 0.593 -4.703 -0.295 -0.012 0.017 0.102
C -0.656 -4.734 0.216 0.016 0.033 -0.098
C -1.053 -3.366 0.436 -0.043 -0.023 0.136
C -2.285 -2.990 0.959 0.080 0.033 0.011
C -3.257 -4.067 1.312 -0.008 0.010 -0.016
C -4.363 -4.309 0.504 -0.008 0.002 0.006
C -5.272 -5.304 0.833 0.004 -0.008 -0.006
C -5.082 -6.070 1.975 -0.001 0.008 0.005
C -3.981 -5.834 2.786 0.000 -0.010 -0.007
C -3.073 -4.839 2.455 0.001 0.008 0.004
C -2.661 -1.672 1.189 -0.033 -0.081 0.039
N -1.913 -0.562 0.931 -0.003 0.049 0.062
C -2.663 0.513 1.314 -0.032 0.032 -0.028
C -2.296 1.848 1.213 0.029 -0.014 -0.034
C -3.274 2.878 1.677 0.008 -0.011 -0.045
C -3.449 3.128 3.034 -0.004 0.003 0.034
C -4.359 4.085 3.461 0.005 -0.009 -0.005
C -5.103 4.800 2.534 -0.003 0.003 -0.010
C -4.935 4.555 1.178 -0.007 0.008 0.011
C -4.025 3.598 0.753 0.017 -0.011 0.019
C -1.085 2.288 0.689 -0.085 0.009 0.032
C -0.711 3.675 0.590 0.067 -0.005 0.018
C 0.525 3.710 0.045 -0.044 -0.011 -0.019
C 0.912 2.346 -0.207 0.065 -0.043 0.041
N -0.080 1.503 0.207 -0.006 0.070 -0.024
C 2.125 1.969 -0.770 -0.021 -0.034 0.003
C 2.512 0.650 -0.980 -0.001 0.074 0.029
C 3.755 0.261 -1.594 -0.010 -0.052 -0.008
C 3.775 -1.089 -1.623 -0.020 0.057 0.005
C 2.543 -1.539 -1.029 0.020 -0.103 0.018
N 1.793 -0.463 -0.652 0.044 -0.004 0.009
C 3.080 3.047 -1.161 0.024 0.008 0.040
C 2.826 3.864 -2.258 -0.015 -0.001 -0.018
C 3.714 4.871 -2.609 0.002 -0.008 -0.003
C 4.867 5.073 -1.865 -0.003 0.001 0.011
C 5.129 4.262 -0.768 0.013 0.007 -0.012
C 4.241 3.256 -0.420 -0.025 -0.004 -0.007
C -3.931 0.063 1.830 0.037 -0.024 0.028
C -3.925 -1.285 1.764 0.000 0.028 -0.041
N -0.044 -2.527 0.066 0.021 -0.043 -0.016
H 5.706 -6.558 -2.592 0.001 -0.001 -0.001
H 3.699 -6.044 -3.944 -0.001 0.000 -0.001
H 2.079 -4.349 -3.157 0.002 -0.002 -0.006
H 4.461 -3.676 0.321 -0.001 0.003 0.000
H 6.085 -5.369 -0.456 0.000 -0.001 0.000
H 1.219 -5.531 -0.582 -0.010 -0.011 0.008
H -1.273 -5.592 0.426 0.010 -0.013 -0.014
H -4.507 -3.710 -0.388 -0.001 -0.001 0.000
H -6.128 -5.484 0.195 0.000 -0.001 0.000
H -5.791 -6.847 2.232 0.000 -0.001 0.001
H -3.829 -6.425 3.680 0.000 -0.001 0.001
H -2.214 -4.651 3.088 0.000 0.001 0.001
H -2.866 2.568 3.755 0.004 0.000 -0.004
H -4.485 4.272 4.520 0.001 0.001 0.001
H -5.813 5.547 2.867 -0.001 -0.001 0.000
H -5.515 5.108 0.451 0.001 -0.001 -0.002
H -3.891 3.401 -0.304 -0.006 0.008 -0.003
H -1.321 4.501 0.914 0.008 0.007 0.006
H 1.136 4.572 -0.164 -0.009 0.010 -0.009
H 4.499 0.946 -1.965 0.010 -0.003 -0.001
H 4.538 -1.737 -2.021 0.010 0.009 -0.001
H 1.927 3.703 -2.840 -0.004 -0.001 0.005
H 3.505 5.496 -3.467 -0.001 0.000 0.000
H 5.559 5.859 -2.136 0.001 -0.002 -0.003
H 6.025 4.416 -0.182 0.000 -0.001 0.001
H 4.440 2.623 0.437 0.004 0.004 0.003
H -4.710 0.710 2.196 -0.005 -0.009 0.001
H -4.697 -1.972 2.070 -0.010 0.006 -0.007

---

# 2
30
Properties=species:S:1:pos:R:3:forces:R:3 method="wB97M-V/def2-TZVPD" homo_energy_ev=-8.108 orbital_gap_ev=8.73 lumo_energy_ev=0.6254
C 0.779 3.923 0.984 -0.129 0.080 0.326
C 0.792 3.285 -0.374 -0.281 -0.531 -0.204
O -0.333 2.367 -0.458 0.889 0.196 -0.043
C -0.011 1.043 -0.587 0.897 -0.172 0.246
C -1.255 0.292 -0.555 -0.773 0.112 -0.545
C -1.474 -0.813 -1.334 0.426 1.480 1.312
C -2.863 -1.303 -1.550 -0.519 -0.180 -0.283
O -0.469 -1.437 -1.835 0.688 -1.896 0.085
O 1.148 0.643 -0.686 -1.421 0.643 -0.005
H 1.649 4.566 1.107 -0.023 0.141 -0.011
H -0.136 4.505 1.138 0.189 -0.065 0.052
H 0.839 3.144 1.750 -0.064 0.115 -0.045
H 0.663 4.008 -1.185 0.065 -0.095 0.118
H 1.705 2.705 -0.515 -0.090 0.195 -0.168
H -2.113 0.858 -0.208 0.115 -0.055 0.000
H -3.603 -0.600 -1.153 0.162 -0.173 -0.091
H -3.032 -1.435 -2.624 -0.013 -0.044 0.137
H -3.018 -2.278 -1.072 0.066 0.026 -0.091
C 0.011 -1.588 1.792 -0.052 0.265 -0.005
N 0.774 -1.886 0.578 -0.146 -0.744 -0.416
C 2.213 -1.650 0.618 0.256 0.246 -0.081
C 0.191 -2.547 -0.414 -0.077 0.486 -0.385
Cl 1.161 -3.562 -1.439 -0.160 0.241 0.297
H 0.652 -1.774 2.663 -0.220 -0.071 -0.186
H -0.325 -0.542 1.797 0.157 -0.364 0.067
H -0.863 -2.244 1.823 0.070 0.166 0.127
H 2.405 -1.024 1.494 0.083 -0.098 -0.282
H 2.764 -2.596 0.710 -0.198 0.156 0.059
H 2.547 -1.116 -0.275 -0.168 -0.122 0.222
H -0.798 -2.943 -0.191 0.274 0.061 -0.205

---

# 3
17
Properties=species:S:1:pos:R:3:forces:R:3 method="wB97M-V/def2-TZVPD" homo_energy_ev=-8.997 orbital_gap_ev=9.79 lumo_energy_ev=0.7967
C -1.759 -0.537 -0.390 0.182 -0.268 0.109
C -0.582 0.005 0.136 -0.112 -0.261 -0.077
O -1.054 1.818 -0.467 -0.285 0.155 0.110
C 0.216 0.129 1.377 -0.037 0.045 0.143
C 0.893 0.020 0.004 -0.066 -0.263 -0.006
C 1.597 -1.254 -0.395 -0.017 -0.036 -0.006
O 1.518 1.146 -0.504 -0.072 0.173 -0.064
H -2.529 -0.867 0.305 0.111 0.060 -0.111
H -1.840 0.826 -0.645 0.169 0.242 0.063
H -1.700 -1.061 -1.343 -0.006 0.098 0.135
H -1.364 2.378 0.263 0.067 -0.046 -0.163
H 0.293 1.096 1.865 -0.005 -0.138 -0.107
H 0.195 -0.728 2.048 0.002 0.115 -0.116
H 2.639 -1.208 -0.065 -0.143 0.004 -0.027
H 1.124 -2.133 0.051 0.048 0.141 -0.055
H 1.586 -1.359 -1.485 -0.002 0.019 0.143
H 0.793 1.763 -0.721 0.168 -0.041 0.031

---

# 4
38
Properties=species:S:1:pos:R:3:forces:R:3 method="wB97M-V/def2-TZVPD" total_charge=+1 homo_energy_ev="-9.666 / -9.666" orbital_gap_ev="5.67 / 2.75" lumo_energy_ev="-3.9949 / -6.9177" multiplicity=2
C 0.439 2.246 3.072 -0.734 0.023 1.087
C 0.990 3.046 0.704 1.629 5.145 -3.559
C 0.897 3.272 2.059 -2.079 -1.666 3.224
C 1.375 4.407 0.189 -0.411 -0.174 0.289
C 1.112 4.567 2.367 0.909 1.579 0.679
C 1.343 2.379 -1.633 -2.079 -0.585 3.060
C 1.533 3.654 -2.049 1.740 1.350 -0.918
C 0.914 2.118 -0.290 1.037 -0.487 -0.389
C 1.606 4.711 -1.126 0.364 1.549 -0.881
N 1.476 5.311 1.252 0.178 -3.928 -0.016
H 1.352 1.541 -2.257 0.175 -0.899 -1.196
H 1.905 3.800 -3.073 -0.494 0.176 0.382
H 0.710 1.165 0.122 -0.228 -1.514 -0.485
H 1.910 5.803 -1.423 -0.681 -2.342 0.469
H 1.279 1.979 3.659 1.002 -0.333 0.857
H 0.032 1.268 2.796 0.120 0.346 -1.035
H 1.200 5.161 3.299 -0.537 -1.131 -0.353
H 1.129 6.207 1.233 -0.475 2.483 -0.547
H -0.322 2.584 3.815 0.548 0.344 -0.684
C -2.913 -3.485 1.281 -1.099 -1.497 0.714
C -0.173 -4.098 -1.097 0.172 0.668 -3.789
C -1.060 -3.168 -0.475 1.723 -1.951 -0.238
C -1.704 -3.901 0.512 -1.544 -0.360 -0.075
C -1.306 -5.302 0.470 2.802 3.020 -3.441
C 0.395 -3.701 -2.369 -1.986 2.024 3.139
C 0.263 -2.336 -2.751 -0.005 0.962 0.312
C -0.518 -1.363 -2.027 0.177 -0.911 -1.020
C -1.213 -1.854 -0.972 0.104 0.174 1.977
N -0.332 -5.390 -0.573 -2.007 -1.860 2.302
H 0.704 -4.345 -3.101 1.382 -1.802 -1.288
H 0.802 -1.922 -3.627 -0.442 -0.838 0.410
H -0.025 -6.353 -0.948 -0.315 2.517 0.671
H -0.687 -0.322 -2.370 0.531 -0.891 0.255
H -1.697 -6.060 1.084 -0.078 -1.157 0.355
H -1.729 -1.260 -0.245 -0.688 0.858 -0.353
H -3.505 -4.486 1.410 0.716 2.046 0.216
H -3.620 -2.744 0.799 1.220 -0.757 0.445
H -2.562 -3.128 2.280 -0.647 -0.181 -0.578

---

# 5
17
Properties=species:S:1:pos:R:3:forces:R:3 method="wB97M-V/def2-TZVPD" total_charge=-1 homo_energy_ev="0.284 / 0.367" orbital_gap_ev="2.50 / 2.44" lumo_energy_ev="2.7833 / 2.8023"
C -0.650 0.081 -2.409 -1.409 0.087 -0.893
Mg -0.356 -1.060 -0.706 0.806 -2.923 2.974
N -1.147 -2.017 1.096 -0.189 0.113 -0.055
H 0.248 -2.662 -1.240 0.301 0.329 -0.214
H -0.335 -1.965 1.715 -0.063 -0.049 0.234
H -1.388 -0.758 -1.929 0.114 2.127 -2.217
H -0.258 -0.339 -3.338 -0.140 0.053 0.008
H 0.200 0.468 -1.801 -0.480 -0.101 -0.419
H -1.321 0.936 -2.577 0.343 -0.435 0.016
H -1.922 -1.534 1.551 0.133 -0.031 0.026
H -1.396 -3.001 0.977 0.044 0.220 -0.067
C 1.603 2.344 1.684 0.185 0.447 0.257
C 0.951 1.264 0.976 -0.036 -1.574 -1.004
N 0.459 0.382 0.405 0.935 2.057 1.525
H 0.853 3.083 2.009 -0.012 -0.105 -0.054
H 2.332 2.834 1.018 -0.315 -0.246 0.185
H 2.128 1.945 2.567 -0.216 0.030 -0.299